This record from the Open Molecules 2025 dataset describes an isolated molecule of CH4N2S. The level of theory is ωB97M-V/def2-TZVPD.

Computed properties:
Orbital gap = 9.1 eV
Energy relative to the best compared isomer or geometry (same formula, charge and spin) = 0.000 eV
Charge = 0
SMILES = NC(N)=S

Positions of all 8 atoms, in Å:
N 0.411 -1.366 0.545
C 0.198 -0.065 0.216
N 0.633 0.888 1.112
S -0.683 0.304 -1.077
H -0.167 -2.044 0.033
H 0.751 -1.559 1.506
H 1.274 0.642 1.920
H 0.577 1.822 0.885